# 1
Formula: C46H33B4NO14
Source: OMol25
Level of theory: ωB97M-V/def2-TZVPD

XYZ file:
```
98
Properties=species:S:1:pos:R:3
C 2.2764 -4.6710 -1.8216
C 2.6098 -4.3764 -3.2935
O 3.1144 -3.0484 -3.4161
C 1.4579 -4.6517 -4.3149
B 0.1104 -5.1654 -3.6998
O -0.0449 -6.3349 -2.9464
B -0.9206 -6.1860 -1.9160
O -1.1316 -7.3073 -1.0643
C -2.0467 -8.1059 -1.5421
N -2.6612 -9.0009 -1.9333
O -1.5710 -5.0107 -1.6294
B -1.7349 -4.1775 -2.7464
O -2.5307 -3.0680 -2.7004
B -3.7664 -3.2237 -2.0240
O -4.9383 -3.5403 -2.6275
O -3.7761 -3.0066 -0.6698
O -1.0586 -4.4332 -3.9258
H 2.1644 -5.7521 -1.6862
H 3.1726 -4.3922 -1.2907
H 1.4399 -4.0853 -1.4224
H 3.4512 -5.0201 -3.5735
H 2.7083 -2.5001 -2.7353
H 1.8012 -5.3714 -5.0699
H 1.2832 -3.7099 -4.8460
H -4.8262 -3.6814 -3.5749
H -2.8706 -2.9083 -0.3554
C 2.8479 -3.7950 0.8161
C 3.4387 -2.5665 0.5459
C 3.8882 -1.7629 1.5809
C 3.7383 -2.1802 2.8965
C 3.1244 -3.4044 3.1735
C 2.6912 -4.2123 2.1301
C 2.9110 -3.8483 4.5801
O 2.3818 -4.9130 4.8209
C 3.3551 -2.9496 5.6816
C 3.1152 -3.3183 6.9995
C 3.5340 -2.4990 8.0342
C 4.2029 -1.3107 7.7575
C 4.4400 -0.9356 6.4458
C 4.0098 -1.7476 5.4038
C 4.2420 -1.3133 3.9983
O 4.8224 -0.2761 3.7554
H 2.5054 -4.4202 -0.0268
H 3.5535 -2.2322 -0.4810
H 4.3525 -0.8094 1.3680
H 2.2270 -5.1655 2.3461
H 2.5982 -4.2437 7.2142
H 3.3419 -2.7857 9.0600
H 4.5356 -0.6752 8.5680
H 4.9559 -0.0099 6.2291
C -4.4409 1.0853 -0.3998
C -4.2837 0.0337 -1.2970
C -3.9053 0.2887 -2.6066
C -3.6927 1.5952 -3.0264
C -3.8727 2.6515 -2.1294
C -4.2366 2.3906 -0.8137
C -3.6942 4.0611 -2.5673
O -3.8425 4.9764 -1.7838
C -3.3327 4.3227 -3.9885
C -3.2151 5.6349 -4.4315
C -2.8668 5.8923 -5.7469
C -2.6257 4.8395 -6.6241
C -2.7465 3.5301 -6.1891
C -3.1089 3.2665 -4.8741
C -3.2677 1.8523 -4.4295
O -3.0589 0.9344 -5.1956
H -4.7269 0.8843 0.6243
H -4.4557 -0.9781 -0.9709
H -3.7769 -0.5272 -3.3061
H -4.3620 3.2082 -0.1166
H -3.4000 6.4528 -3.7475
H -2.7807 6.9147 -6.0915
H -2.3468 5.0427 -7.6500
H -2.5635 2.7110 -6.8713
C 0.3274 3.2066 5.4371
C 1.3617 4.1287 5.5614
C 1.6929 4.9495 4.4965
C 0.9990 4.8446 3.2975
C -0.0237 3.9031 3.1654
C -0.3632 3.0934 4.2423
C -0.7479 3.7414 1.8739
O -1.6405 2.9253 1.7602
C -0.3455 4.5973 0.7246
C -0.9711 4.4206 -0.5021
C -0.6159 5.2171 -1.5788
C 0.3581 6.1986 -1.4299
C 0.9879 6.3755 -0.2087
C 0.6460 5.5706 0.8696
C 1.3556 5.7470 2.1664
O 2.2079 6.6005 2.2992
H 0.0644 2.5721 6.2736
H 1.9082 4.2072 6.4923
H 2.4934 5.6703 4.5935
H -1.1641 2.3734 4.1426
H -1.7303 3.6597 -0.6149
H -1.0984 5.0776 -2.5368
H 0.6285 6.8243 -2.2709
H 1.7487 7.1357 -0.0934
```

orbital gap: 8.6 eV
LUMO level: -1.1 eV
HOMO: -9.732 eV
SMILES: C[C@H](O)CB1OB(OC#N)OB(OB(O)O)O1.O=C1c2ccccc2C(=O)c2ccccc21.O=C1c2ccccc2C(=O)c2ccccc21.O=C1c2ccccc2C(=O)c2ccccc21


# 2
Formula: C46H33Br2F3O6P
Source: OMol25
Level of theory: ωB97M-V/def2-TZVPD

XYZ file:
```
91
Properties=species:S:1:pos:R:3
F 3.4566 5.0317 3.9112
C 4.1325 4.1882 3.1264
F 5.1358 4.8919 2.5659
Br 4.9319 2.8149 4.2576
C 3.1912 3.6101 2.0357
F 2.7343 4.6884 1.3500
Br 4.3585 2.6189 0.7525
C 2.1056 2.6597 2.5039
C 1.0838 3.1648 3.5289
P -0.1542 4.5900 3.0341
H 1.5967 2.3044 1.5986
H 2.6562 1.7978 2.9063
H 0.4174 2.3063 3.7105
H 1.5639 3.3980 4.4908
H -1.2794 3.6047 3.0623
H -0.3594 4.8686 4.4830
H 0.9485 5.5673 3.0011
H 0.0635 4.2715 1.5938
H -1.1154 5.6443 2.6712
C -6.8249 1.9775 -1.5934
C -6.5086 3.1402 -0.8973
C -5.1920 3.4256 -0.5777
C -4.1861 2.5436 -0.9488
C -4.5010 1.3727 -1.6405
C -5.8250 1.0954 -1.9646
C -3.4422 0.3932 -2.0224
O -3.7281 -0.6258 -2.6236
C -2.0426 0.6808 -1.6098
C -1.0424 -0.2454 -1.8878
C 0.2596 0.0091 -1.4906
C 0.5712 1.1870 -0.8162
C -0.4177 2.1162 -0.5392
C -1.7247 1.8626 -0.9399
C -2.7711 2.8710 -0.6050
O -2.4577 3.9001 -0.0618
H -7.8550 1.7592 -1.8437
H -7.2937 3.8241 -0.6017
H -4.9261 4.3235 -0.0360
H -6.0572 0.1863 -2.5028
H -1.2973 -1.1580 -2.4095
H 1.0363 -0.7154 -1.6999
H 1.5888 1.3785 -0.4986
H -0.1990 3.0301 0.0049
C -4.7810 -2.6235 -0.3153
C -4.8897 -3.0975 0.9872
C -5.9868 -3.8551 1.3624
C -6.9869 -4.1318 0.4383
C -6.8837 -3.6420 -0.8677
C -5.7742 -2.8931 -1.2412
C -7.9539 -3.8968 -1.8709
O -7.8716 -3.4823 -3.0075
C -9.1469 -4.6802 -1.4301
C -10.1784 -4.9018 -2.3346
C -11.2897 -5.6322 -1.9506
C -11.3748 -6.1487 -0.6618
C -10.3508 -5.9298 0.2433
C -9.2354 -5.1925 -0.1357
C -8.1513 -4.9555 0.8632
O -8.2256 -5.4213 1.9810
H -3.9256 -2.0340 -0.6137
H -4.1169 -2.8723 1.7104
H -6.0827 -4.2351 2.3701
H -5.6944 -2.5185 -2.2525
H -10.0952 -4.4966 -3.3336
H -12.0932 -5.8010 -2.6556
H -12.2432 -6.7220 -0.3645
H -10.4021 -6.3224 1.2494
C 6.5394 1.4538 -1.6305
C 7.4722 2.4200 -1.9894
C 8.8215 2.1983 -1.7739
C 9.2451 1.0095 -1.1923
C 8.3063 0.0423 -0.8231
C 6.9539 0.2687 -1.0469
C 8.7271 -1.2323 -0.1787
O 7.9221 -2.0875 0.1217
C 10.1837 -1.4276 0.0867
C 10.6012 -2.5877 0.7276
C 11.9472 -2.7941 0.9755
C 12.8839 -1.8449 0.5798
C 12.4732 -0.6875 -0.0585
C 11.1223 -0.4725 -0.3040
C 10.7018 0.7902 -0.9802
O 11.5250 1.6052 -1.3410
H 5.4861 1.6310 -1.8012
H 7.1412 3.3516 -2.4287
H 9.5580 2.9408 -2.0478
H 6.2370 -0.4845 -0.7505
H 9.8606 -3.3166 1.0265
H 12.2699 -3.6961 1.4790
H 13.9360 -2.0095 0.7726
H 13.1881 0.0613 -0.3703
```

orbital gap: 3.8 eV
LUMO level: 0.3 eV
charge: -1
HOMO: -3.444 eV


> The highest orbital gap belongs to which entry?

C46H33B4NO14